Entry 1:
The following is a DFT calculation (ωB97M-V with the def2-TZVPD basis set) of a single CH4IOP molecule at a distorted geometry.

```
8
Properties=species:S:1:pos:R:3
C 0.88605 -0.84355 1.23512
O -1.03063 -0.47197 -0.44990
P -0.57900 0.76016 -1.05657
I 1.80235 0.77118 0.31774
H 1.37386 -1.74632 1.17468
H 0.93230 -0.45166 2.28453
H -0.52500 0.66712 -2.39837
H -1.41521 1.82288 -1.00894
```

**E_HOMO (alpha / beta)**: -8.605 / -7.627 eV
**Charge**: 0
**Energy above the lowest of the compared OMol25 structures with the same formula, charge and spin**: 4.256 eV
**Frontier orbital gap (alpha / beta)**: 7.8 / 6.9 eV

=====

Entry 2:
The following is a DFT calculation (ωB97M-V with the def2-TZVPD basis set) of 2 unconnected molecules or ions with the total composition CH4IPS at a distorted geometry.

```
8
Properties=species:S:1:pos:R:3
C -1.36326 0.35217 -0.03604
P 2.00142 -1.01359 0.52174
S -1.73803 -1.28278 0.54959
I 2.90573 1.17944 0.50613
H -0.74725 0.85648 0.67234
H -2.25191 0.93542 -0.33584
H -0.69016 0.19198 -1.04596
H 1.88346 -1.21912 -0.83195
```

**E_HOMO (alpha / beta)**: -9.266 / -8.303 eV
**Charge**: 0
**Energy above the lowest of the compared OMol25 structures with the same formula, charge and spin**: 3.224 eV
**Frontier orbital gap (alpha / beta)**: 7.8 / 6.4 eV

=====

Entry 3:
The following is a DFT calculation (ωB97M-V with the def2-TZVPD basis set) of 2 unconnected molecules or ions with the total composition CH4IPS at a distorted geometry.

```
8
Properties=species:S:1:pos:R:3
C 0.01448 -0.87407 0.09441
P -0.76860 0.71189 0.39730
S -0.19730 -1.95034 -1.13396
I -2.26458 3.66293 0.99940
H 0.55332 -1.33074 0.86545
H -0.20369 0.97112 1.58219
H 0.39618 1.18871 -0.38062
H -0.77096 -1.10823 -2.01237
```

**E_HOMO (alpha / beta)**: -9.415 / -7.272 eV
**Charge**: 0
**Energy above the lowest of the compared OMol25 structures with the same formula, charge and spin**: 3.815 eV
**Frontier orbital gap (alpha / beta)**: 8.9 / 4.3 eV

=====

Entry 4:
The following is a DFT calculation (ωB97M-V with the def2-TZVPD basis set) of 2 unconnected molecules or ions with the total composition CH4IPS at a distorted geometry.

```
8
Properties=species:S:1:pos:R:3
C 0.27990 -0.11004 -0.50979
P -0.94433 -0.40940 0.61426
S 2.67158 1.57636 0.14930
I 4.07386 -0.25689 0.00115
H 0.85886 -1.02364 -0.57495
H 0.45827 0.46260 -1.35851
H -1.47001 0.57392 1.29310
H -0.04672 -0.81588 1.48575
```

**E_HOMO**: -7.736 eV
**Charge**: 0
**Energy above the lowest of the compared OMol25 structures with the same formula, charge and spin**: 4.702 eV
**Frontier orbital gap**: 5.6 eV

=====

Entry 5:
The following is a DFT calculation (ωB97M-V with the def2-TZVPD basis set) of 2 unconnected molecules or ions with the total composition CH4IPS2 at a distorted geometry.

```
9
Properties=species:S:1:pos:R:3
C 1.31486 -0.88798 -0.63349
P -1.27305 1.22300 0.70018
S 1.03758 -2.47983 -0.11702
S -1.77903 0.16478 -0.98242
I 2.01146 0.69356 0.50462
H 1.98401 -0.84613 -1.53140
H -2.54016 1.90723 1.23323
H -0.81634 2.51295 0.06443
H 0.06067 -2.28758 0.76187
```

**E_HOMO (alpha / beta)**: -8.017 / -8.797 eV
**Charge**: 0
**Energy above the lowest of the compared OMol25 structures with the same formula, charge and spin**: 3.195 eV
**Frontier orbital gap (alpha / beta)**: 5.8 / 7.9 eV

=====

Entry 6:
The following is a DFT calculation (ωB97M-V with the def2-TZVPD basis set) of 2 unconnected molecules or ions with the total composition CH4IPS2 at a distorted geometry.

```
9
Properties=species:S:1:pos:R:3
C -2.40483 -1.46893 0.80759
P 1.20279 0.65362 -0.56421
S -2.39540 -1.37418 2.40085
S -0.18259 1.40468 0.80676
I -4.06858 -1.08053 -0.44329
H -1.53581 -1.74353 0.22435
H 0.58983 1.19347 -1.68913
H 0.57874 -0.57918 -0.76663
H 0.71722 1.72905 1.72460
```

**E_HOMO (alpha / beta)**: -7.096 / -9.489 eV
**Charge**: 0
**Energy above the lowest of the compared OMol25 structures with the same formula, charge and spin**: 0.227 eV
**Frontier orbital gap (alpha / beta)**: 7.4 / 6.7 eV
**Multiplicity**: 3

=====

Entry 7:
The following is a DFT calculation (ωB97M-V with the def2-TZVPD basis set) of 2 unconnected molecules or ions with the total composition CH4N2 at a distorted geometry.

```
7
Properties=species:S:1:pos:R:3
C 0.56649 -0.06059 -0.04668
N -0.57781 0.76283 -0.19401
N -0.68743 -0.63070 0.18159
H 1.18049 -0.15027 -0.96677
H 1.41967 -0.10735 0.67113
H -0.94689 1.40434 0.99247
H -0.95453 -1.21825 -0.63773
```

**E_HOMO**: -9.623 eV
**Charge**: 0
**Energy above the lowest of the compared OMol25 structures with the same formula, charge and spin**: 4.864 eV
**Frontier orbital gap**: 10.7 eV

=====

Entry 8:
The following is a DFT calculation (ωB97M-V with the def2-TZVPD basis set) of a single CH4N2 molecule at a distorted geometry.

```
7
Properties=species:S:1:pos:R:3
H 1.53999 -1.11926 -0.09650
N 1.46684 -0.08521 -0.10237
C 0.33870 0.42284 -0.01585
N -0.87826 -0.20712 -0.15522
H 0.20849 1.47085 0.12155
H -1.03032 -0.90317 0.49966
H -1.64544 0.42106 -0.25126
```

**E_HOMO**: -9.708 eV
**Charge**: 0
**Energy above the lowest of the compared OMol25 structures with the same formula, charge and spin**: 1.424 eV
**Frontier orbital gap**: 10.8 eV